Record 1
C23H29CoF4N4OS as an isolated structure in a non-equilibrium geometry, computed with ωB97M-V/def2-TZVPD.

## Properties
Total charge: +1
HOMO-LUMO gap (spin up / spin down): 0.22742 / 0.26673 hartree
HOMO (spin up / spin down): -10.498 / -10.612 eV
E_LUMO (spin up / spin down): -4.3100 / -3.3537 eV
2S+1: 2

Cartesian coordinates (Å):
Co (-2.23072, -1.18230, 0.49096)
C (-3.63452, -2.88567, 1.66871)
C (-3.81732, -1.83999, 2.77044)
N (-3.09600, -0.60844, 2.39693)
C (-2.22307, -0.07913, 3.45331)
C (-1.08779, -1.00706, 3.86395)
C (-4.02076, 0.44416, 1.93845)
C (-3.34731, 1.40104, 0.94819)
N (-2.62963, 0.61783, -0.02935)
C (-2.29432, 1.14356, -1.21775)
C (-1.88386, 0.24542, -2.23179)
F (-1.91560, -1.07678, -1.89064)
C (-1.49330, 0.65802, -3.48593)
F (-1.06989, -0.24088, -4.37926)
C (-1.52471, 2.00409, -3.82292)
C (-1.94606, 2.91103, -2.86130)
F (-2.00293, 4.20478, -3.17689)
C (-2.30051, 2.51255, -1.58166)
F (-2.62905, 3.44940, -0.67772)
H (-4.34228, -3.70458, 1.78118)
H (-2.62684, -3.31384, 1.71121)
H (-3.82528, -2.43863, 0.66534)
H (-3.42383, -2.23009, 3.70798)
H (-4.87953, -1.62910, 2.92034)
H (-2.82665, 0.17278, 4.33462)
H (-1.79598, 0.84977, 3.07143)
H (-1.44058, -1.84041, 4.46574)
H (-0.37715, -0.44723, 4.46962)
H (-0.57048, -1.39964, 2.98815)
H (-4.41818, 1.01550, 2.78535)
H (-4.85709, -0.03414, 1.42525)
H (-2.67101, 2.09164, 1.46643)
H (-4.12763, 2.00375, 0.46990)
H (-1.24133, 2.33832, -4.80711)
C (3.49542, -0.73509, -3.49191)
C (3.20636, -1.94256, -2.60727)
C (1.82287, -1.90069, -1.96663)
N (1.71501, -0.79652, -1.03594)
C (0.88147, -0.74781, -0.01590)
S (-0.08551, -2.07730, 0.38984)
N (0.79088, 0.36596, 0.76305)
C (1.65659, 1.46632, 0.94489)
O (1.19857, 2.46518, 1.43268)
C (3.07261, 1.26822, 0.56812)
C (3.75096, 0.09382, 0.90160)
C (5.08672, -0.04621, 0.57267)
C (5.75344, 0.97203, -0.09230)
C (5.09061, 2.15136, -0.39761)
C (3.75983, 2.30955, -0.05455)
H (4.40475, -0.90820, -4.06026)
H (3.63601, 0.17509, -2.91169)
H (2.68666, -0.57368, -4.19917)
H (3.96966, -2.02109, -1.83176)
H (3.25853, -2.84660, -3.21345)
H (1.61943, -2.82699, -1.42689)
H (1.05706, -1.78546, -2.74433)
H (2.30469, 0.00415, -1.22875)
H (-0.06852, 0.43580, 1.30812)
H (3.24646, -0.69315, 1.44166)
H (5.61227, -0.94874, 0.84184)
H (6.79286, 0.85153, -0.35902)
H (5.61634, 2.95375, -0.89246)
H (3.23914, 3.23160, -0.26577)


Record 2
C23H29CrFN6O5S3Si as an isolated structure in a non-equilibrium geometry, computed with ωB97M-V/def2-TZVPD.

## Properties
Total charge: -2
HOMO-LUMO gap (spin up / spin down): 0.20316 / 0.21614 hartree
HOMO (spin up / spin down): -1.448 / -1.803 eV
E_LUMO (spin up / spin down): 4.0798 / 4.0781 eV
2S+1: 5
Relative energy (zero: lowest compared OMol25 entry of this formula, charge and spin): 0.479 eV

Cartesian coordinates (Å):
Cr (-0.30302, 0.43174, -0.31421)
N (-4.66608, -1.16342, 5.82672)
C (-4.47574, -0.80196, 4.47964)
C (-3.61193, 0.24269, 4.14967)
C (-3.45128, 0.62855, 2.83214)
C (-4.15261, -0.03326, 1.83145)
C (-5.01061, -1.07366, 2.14542)
C (-5.17478, -1.45424, 3.46902)
S (-3.89119, 0.46734, 0.15532)
O (-4.88403, -0.18911, -0.65285)
O (-3.83424, 1.90007, 0.15929)
N (-2.40213, -0.06138, -0.13622)
C (-2.13345, -1.38883, -0.17400)
N (-3.00535, -2.39808, 0.01169)
C (-2.52442, -3.62094, -0.15293)
C (-1.21485, -3.90368, -0.49096)
C (-0.36958, -2.80680, -0.59203)
N (-0.80364, -1.59069, -0.40518)
H (-3.88094, -0.94189, 6.41854)
H (-4.95305, -2.12105, 5.95050)
H (-3.05565, 0.74711, 4.93432)
H (-2.77187, 1.43037, 2.56278)
H (-5.52022, -1.58679, 1.34045)
H (-5.83924, -2.27512, 3.72378)
H (-3.24026, -4.42645, -0.00135)
H (-0.85882, -4.91116, -0.64356)
H (0.68882, -2.90786, -0.81010)
N (-0.64736, -0.68416, 2.35354)
C (0.74824, -1.10584, 2.51244)
C (1.74528, -0.04751, 2.00240)
O (2.73351, 0.16645, 2.71862)
O (1.46056, 0.50508, 0.89809)
H (-0.84055, 0.15459, 2.88286)
H (-1.29919, -1.40356, 2.63851)
H (0.89069, -2.00922, 1.90908)
H (1.03614, -1.33620, 3.53849)
C (-2.28149, 4.51208, -1.70261)
Si (-1.06262, 3.14236, -2.10729)
C (-1.96210, 1.83941, -3.10359)
C (0.17156, 3.87990, -3.32762)
N (-0.41721, 2.49787, -0.64860)
C (0.10639, 3.36351, 0.28731)
C (0.81034, 4.55508, -0.00610)
C (1.34230, 5.38824, 0.97334)
C (1.20917, 5.08521, 2.31956)
C (0.50615, 3.93054, 2.66058)
C (-0.02677, 3.14160, 1.67431)
F (-0.75017, 2.05939, 2.07722)
H (-2.67861, 4.98031, -2.61332)
H (-1.80942, 5.28947, -1.09099)
H (-3.11238, 4.08178, -1.13092)
H (-2.82086, 2.30486, -3.60416)
H (-2.34275, 1.01962, -2.48712)
H (-1.29888, 1.41461, -3.86207)
H (-0.27337, 3.88220, -4.33175)
H (1.07855, 3.26798, -3.36096)
H (0.45105, 4.91200, -3.08731)
H (0.97005, 4.79938, -1.04628)
H (1.88559, 6.27774, 0.67159)
H (1.65230, 5.71066, 3.08594)
H (0.37101, 3.63105, 3.69397)
C (-0.92315, -1.93611, -4.10979)
O (-0.19406, -1.08701, -3.23940)
C (1.04326, -0.59519, -3.55242)
S (1.80114, -1.01726, -5.01079)
S (1.64555, 0.43612, -2.35774)
H (-1.03517, -2.91091, -3.62672)
H (-0.42197, -2.05002, -5.06710)
H (-1.90820, -1.48621, -4.24046)


Number 1: energy -91655.30820 eV. Number 2: energy -115027.83058 eV.